Entry from OMol25: a molecular structure, C27H72N4O3 at a distorted geometry (ωB97M-V with the def2-TZVPD basis set).

Structure (XYZ):
```
106
Properties=species:S:1:pos:R:3:mulliken_charge:R:1
N -0.935 -1.010 -0.504 1.204
H 2.378 -4.154 0.389 0.614
H -0.239 6.215 1.196 0.511
O -3.242 -6.141 -0.323 -0.544
C 0.772 -4.442 1.587 -1.134
H 0.096 -2.227 -1.255 0.179
H -0.572 3.711 0.497 0.230
C -2.191 4.403 -1.727 -0.875
C -0.297 4.532 -0.166 -0.554
H -0.845 -2.802 0.708 0.014
H -0.057 -5.984 3.921 0.307
C -2.355 -3.016 -0.802 -1.543
C 1.865 -2.937 -1.759 -0.465
C -1.567 -2.171 0.189 0.219
C -1.453 -4.728 2.776 -1.010
H 1.674 1.785 -0.576 0.164
H -2.298 -1.837 0.926 0.523
H 4.265 4.626 1.318 0.431
H 3.265 0.510 2.741 0.221
H -0.535 -4.553 4.827 0.310
H -1.843 -3.339 -1.709 0.265
H -2.731 -4.553 0.907 0.107
H 0.141 -1.918 2.071 -0.408
H 0.317 3.001 -0.408 1.189
H 1.820 -2.636 0.723 0.192
H 1.711 1.315 3.088 0.209
H 6.412 3.459 0.355 0.400
N -0.694 4.355 -1.567 0.229
H 0.764 4.719 0.000 0.738
C 1.754 3.315 0.985 -2.006
C -0.115 -0.230 0.424 0.237
C -1.426 0.507 -5.036 -0.249
H 0.600 2.380 -3.968 0.435
C -1.448 -0.316 -2.823 -1.218
C -0.875 -5.285 4.095 -1.688
N 3.136 2.903 1.327 0.661
H -2.698 -3.872 -0.221 0.242
C 1.429 -3.629 0.501 -1.186
N -0.513 -3.824 2.024 1.184
H -1.709 0.896 -1.102 -1.779
H 0.722 4.132 -3.958 0.175
C -2.985 3.409 -0.769 -0.860
H 1.565 -0.238 -0.898 -0.910
C -1.426 -1.977 3.567 -1.553
H 0.632 1.259 -0.895 0.143
C 2.790 1.356 3.236 -1.153
H -0.372 -0.283 -2.995 0.275
O -2.372 0.295 -6.003 -0.566
H 1.614 4.396 1.016 0.964
C -2.421 -5.558 0.622 -0.801
H 0.455 -5.419 1.223 0.479
H -3.756 3.206 -1.512 0.379
H -1.731 -5.570 2.142 -0.016
H 1.632 0.930 0.559 0.204
H 4.410 2.789 3.020 0.508
C 3.346 2.735 2.791 -0.605
H -0.920 -0.458 -5.020 0.163
C -0.207 -2.640 2.810 -0.074
O 0.489 -3.010 -1.647 -0.612
H -3.231 -2.462 -1.140 0.432
H -2.376 -4.165 2.914 0.854
H -1.968 0.367 -3.495 -0.387
H -2.371 2.534 -0.556 0.059
C 1.390 2.817 -0.369 -1.529
C -1.814 -0.166 -1.326 0.428
H 1.719 3.529 -1.126 1.165
H 0.995 -3.648 -0.498 0.538
C 4.171 3.749 0.679 -0.614
C 1.063 0.487 -0.258 0.223
H 0.595 -2.824 3.524 0.656
H 0.977 3.160 -1.694 0.372
H -2.872 -0.338 -1.129 0.770
H -0.851 6.552 -0.375 0.420
H -1.888 0.761 -4.082 0.395
H -1.771 -1.317 -3.109 0.944
H 2.840 1.231 4.317 0.507
H 2.114 -1.899 -1.980 0.187
H -2.098 -1.460 2.882 0.255
H -0.767 1.314 -5.357 0.337
H 2.771 3.448 3.381 0.287
H 5.530 2.321 -0.390 0.303
C -0.924 5.832 0.440 -1.862
H -0.844 3.409 -4.029 0.403
H -2.376 -6.134 1.546 0.610
H -0.636 0.448 1.100 0.076
H -2.535 5.410 -1.488 0.414
H 2.245 -3.370 -0.834 0.004
H -1.685 -5.950 4.395 0.504
C 5.471 2.932 0.511 -1.209
H 5.541 2.251 1.359 0.283
H -2.032 -2.518 4.294 0.383
H 3.756 4.017 -0.292 0.338
H 0.311 -0.908 1.164 -0.240
H -1.939 5.731 0.824 0.222
C 0.142 3.290 -3.580 -1.851
H 1.073 2.939 1.749 0.335
C -0.055 3.135 -2.041 0.206
H -1.004 -1.245 4.256 0.501
H -2.190 0.795 -6.803 0.351
H 2.300 -3.550 -2.549 0.298
H -2.504 4.188 -2.748 0.510
H 1.460 -4.718 2.386 0.427
H -3.663 -6.920 0.047 0.407
H -3.421 3.900 0.102 0.262
H -0.456 2.166 -1.744 -0.598
H -1.415 -5.498 0.205 0.132
```

Calculated values
Max |F| = 11.0 eV/Å
Lowest unoccupied orbital energy = 0.611 eV
Relative energy (zero: lowest compared OMol25 entry of this formula, charge and spin) = 450.8 kcal per mole
HOMO energy = -8.0 eV